1.
Here is a molecular structure, C25H32CuGeN2OS in a non-equilibrium geometry from the OMol25 dataset. Energies are from ωB97M-V/def2-TZVPD.

Last column: Mulliken spin population.
Cartesian coordinates (Å):
Cu  0.147  -1.571  2.040  0.029
N  -0.951  -1.403  3.843  0.007
C  -1.989  -2.422  4.036  0.002
C  -1.708  -3.600  3.096  -0.006
N  -1.393  -3.019  1.795  0.001
H  -0.271  -1.403  4.595  -0.002
H  -1.372  -0.481  3.781  -0.003
H  -2.951  -1.977  3.776  0.000
H  -2.037  -2.766  5.073  0.000
H  -2.576  -4.270  3.062  0.000
H  -0.842  -4.167  3.444  0.004
H  -2.209  -2.534  1.434  0.000
H  -1.092  -3.713  1.121  0.002
C  1.726  -0.904  1.151  0.912
Ge  1.916  0.200  -0.419  -0.066
C  0.557  -0.352  -1.784  -0.024
C  -0.190  0.549  -2.528  0.006
C  -1.113  0.115  -3.466  0.001
C  -1.303  -1.239  -3.680  -0.001
C  -0.555  -2.153  -2.958  0.017
C  0.362  -1.707  -2.024  -0.004
C  3.684  -0.113  -1.279  -0.011
C  4.109  -1.435  -1.233  0.037
C  5.324  -1.828  -1.756  0.017
C  6.162  -0.884  -2.323  -0.001
C  5.755  0.437  -2.381  0.000
C  4.521  0.815  -1.877  -0.003
C  1.543  2.099  0.079  0.027
C  0.302  2.314  0.668  -0.008
C  -0.019  3.520  1.263  0.010
C  0.907  4.550  1.261  0.004
C  2.153  4.351  0.691  0.000
C  2.466  3.134  0.109  0.001
H  2.716  -1.095  1.570  0.015
H  -0.046  1.611  -2.374  0.001
H  -1.692  0.829  -4.037  0.000
H  -2.022  -1.581  -4.410  0.000
H  -0.686  -3.214  -3.132  0.001
H  0.948  -2.423  -1.464  0.019
H  3.462  -2.163  -0.764  -0.012
H  5.620  -2.867  -1.711  0.000
H  7.125  -1.180  -2.716  0.000
H  6.411  1.177  -2.817  0.000
H  4.220  1.849  -1.963  0.000
H  -0.396  1.488  0.677  0.026
H  -0.977  3.662  1.750  0.000
H  0.666  5.499  1.719  0.000
H  2.888  5.143  0.714  0.000
H  3.447  2.984  -0.312  0.002
O  -3.377  -0.033  2.476  0.000
S  -2.571  0.522  1.368  -0.001
C  -3.436  2.050  0.781  0.000
C  -4.448  1.608  -0.259  0.000
C  -3.732  0.564  -1.111  0.000
C  -3.107  -0.423  -0.140  0.002
H  -2.664  2.679  0.340  0.000
H  -3.875  2.542  1.645  0.000
H  -4.797  2.452  -0.858  0.000
H  -5.310  1.154  0.233  0.000
H  -2.953  1.047  -1.701  0.000
H  -4.416  0.062  -1.797  0.000
H  -2.234  -0.934  -0.541  -0.002
H  -3.829  -1.151  0.229  0.000

- 2S+1 = 2
- LUMO energy (spin up / spin down) (Eh) = 0.0188 / 0.0177
- orbital gap (spin up / spin down) (eV) = 6.91 / 7.88
- max |F| (eV Å⁻¹) = 1.243
- net charge = 0
- E_HOMO (spin up / spin down) (eV) = -6.404 / -7.403
- total energy (eV) = -143460.3382

2.
Here is a molecular structure, C2CeLiO4 in a non-equilibrium geometry from the OMol25 dataset. Energies are from ωB97M-V/def2-TZVPD.

Last column: Mulliken spin population.
Cartesian coordinates (Å):
O  2.726  -3.252  1.059  -0.002
Ce  -0.345  -0.990  -0.317  1.044
O  0.917  -1.974  1.450  -0.007
O  1.349  -2.621  -0.602  -0.008
C  1.688  -2.678  0.662  0.003
C  -2.187  5.263  -0.498  0.001
O  -2.261  4.158  -0.734  0.001
Li  -1.887  2.094  -1.019  -0.032

- 2S+1 = 2
- LUMO energy (spin up / spin down) (Eh) = -0.0342 / -0.0331
- orbital gap (spin up / spin down) (eV) = 5.40 / 5.33
- max |F| (eV Å⁻¹) = 4.503
- net charge = 0
- E_HOMO (spin up / spin down) (eV) = -6.332 / -6.233
- total energy (eV) = -23395.2078

3.
Here is a molecular structure, C21H28F3O4Pt in a non-equilibrium geometry from the OMol25 dataset. Energies are from ωB97M-V/def2-TZVPD.

Last column: Mulliken spin population.
Cartesian coordinates (Å):
O  -1.416  1.648  -4.395  -0.007
C  0.005  2.046  -4.505  -0.009
C  -0.323  3.500  -4.820  -0.003
H  0.526  1.496  -5.324  0.001
H  0.475  1.949  -3.521  0.009
C  -1.790  3.020  -4.605  0.000
H  -0.065  3.808  -5.830  0.000
H  0.062  4.257  -4.128  0.000
C  -2.709  3.014  -5.819  0.000
H  -2.230  2.438  -6.619  0.000
H  -2.917  4.016  -6.207  0.000
H  -3.656  2.523  -5.557  0.000
C  -2.365  3.681  -3.347  0.004
H  -1.552  4.042  -2.715  0.000
H  -2.945  2.969  -2.750  0.000
H  -2.998  4.535  -3.596  0.000
Pt  0.982  -1.076  -0.955  0.946
C  1.734  0.579  0.605  0.048
C  2.830  -0.260  0.200  0.099
C  2.971  -0.113  -1.243  0.024
H  3.501  -0.828  0.842  0.000
C  2.156  1.029  -1.629  0.108
C  1.308  1.359  -0.533  0.097
H  0.571  2.156  -0.516  0.044
H  1.399  0.714  1.630  0.014
H  3.716  -0.611  -1.852  -0.004
H  2.270  1.568  -2.554  0.007
C  -1.421  -0.832  0.684  0.327
C  -2.131  0.035  -0.164  -0.100
C  -1.896  -0.357  -1.501  0.328
H  -2.808  0.839  0.160  0.001
C  -1.070  -1.539  -1.525  -0.057
C  -0.772  -1.877  -0.087  -0.021
H  -0.622  -2.910  0.239  0.012
H  -1.452  -0.840  1.761  0.011
H  -2.369  0.045  -2.389  0.020
H  -1.013  -2.276  -2.318  0.019
O  0.556  -1.975  -3.695  0.013
C  0.049  -1.572  -5.017  -0.001
C  0.641  -2.481  -6.116  0.000
H  0.379  -0.532  -5.181  0.001
H  -1.056  -1.597  -5.033  0.000
C  1.637  -3.387  -5.387  0.000
H  1.151  -1.891  -6.887  0.000
H  -0.131  -3.083  -6.609  0.000
C  1.463  -3.077  -3.907  -0.003
H  2.673  -3.154  -5.640  0.000
H  1.498  -4.458  -5.568  0.000
H  2.429  -2.748  -3.474  0.003
H  1.066  -3.982  -3.420  0.000
F  3.402  -4.970  0.242  0.000
C  2.113  -4.539  0.371  0.000
F  1.336  -5.522  0.867  0.000
F  2.147  -3.504  1.251  -0.001
C  1.542  -4.132  -1.020  0.052
O  1.216  -5.042  -1.814  0.036
O  1.672  -2.901  -1.351  -0.019

- relative energy (zero: lowest compared OMol25 entry of this formula, charge and spin) (eV) = 0.0000
- 2S+1 = 3
- LUMO energy (spin up / spin down) (Eh) = 0.0942 / 0.0938
- orbital gap (spin up / spin down) (eV) = 4.69 / 6.17
- max |F| (eV Å⁻¹) = 4.742
- net charge = -1
- E_HOMO (spin up / spin down) (eV) = -2.127 / -3.614
- total energy (eV) = -41816.2187

4.
Here is a single C3H9ClNOP molecule in a non-equilibrium geometry from the OMol25 dataset. Energies are from ωB97M-V/def2-TZVPD.

Last column: natural (NBO) charge in e.
Cartesian coordinates (Å):
C  1.612  -0.373  -0.799  -0.420
C  -0.055  -1.644  0.475  -0.389
C  -1.857  1.678  0.281  -0.855
N  0.299  -0.520  -0.469  -0.812
O  -0.476  1.114  -2.407  -1.073
P  -0.926  0.364  -1.227  1.914
Cl  -2.270  -1.043  -1.732  -0.294
H  2.282  0.156  0.000  0.173
H  2.072  -1.348  -1.070  0.187
H  1.883  0.325  -1.722  0.247
H  -0.068  -2.522  -0.182  0.205
H  0.766  -1.623  1.222  0.206
H  -0.947  -1.430  0.888  0.202
H  -1.890  2.475  -0.491  0.236
H  -2.883  1.351  0.516  0.230
H  -1.043  1.844  1.126  0.243

- relative energy (zero: lowest compared OMol25 entry of this formula, charge and spin) (eV) = 1.0506
- LUMO energy (Eh) = 0.0246
- orbital gap (eV) = 9.80
- SMILES = CN(C)[P@@](C)(=O)Cl
- max |F| (eV Å⁻¹) = 6.012
- net charge = 0
- E_HOMO (eV) = -9.136
- total energy (eV) = -28605.8413